Entry 1:
Molecular formula: C33H46NOS2SeSi2Zr
Method: DFT, ωB97M-V/def2-TZVPD

```
87
Properties=species:S:1:pos:R:3:forces:R:3:lowdin_charge:R:1
Zr -0.704 0.637 1.009 -0.13 -0.18 -0.54 1.29
C -2.497 2.032 2.145 0.03 0.01 -0.04 -0.32
C -2.689 2.148 0.744 0.07 -0.07 -0.05 -0.31
C -3.117 0.883 0.251 0.10 0.04 0.12 -0.30
C -3.146 -0.024 1.339 0.08 0.03 0.04 -0.34
C -2.756 0.684 2.511 0.03 0.01 0.08 -0.29
C -2.905 0.169 3.918 -0.07 0.01 0.02 0.00
C -3.726 -1.403 1.305 -0.01 -0.01 0.00 -0.08
C -3.699 0.586 -1.096 0.08 -0.04 -0.04 -0.04
C -2.567 3.428 -0.026 0.01 0.01 -0.01 -0.01
C -2.302 3.187 3.074 -0.01 -0.01 0.01 -0.04
H -3.336 0.944 4.552 -0.01 0.00 -0.01 0.09
H -1.980 -0.153 4.392 0.02 0.02 -0.01 0.06
H -3.587 -0.680 3.937 0.01 0.00 -0.01 0.09
H -4.797 -1.356 1.521 0.00 0.00 0.00 0.10
H -3.266 -2.059 2.042 0.00 0.00 0.00 0.07
H -3.607 -1.866 0.327 0.00 0.00 0.00 0.06
H -4.785 0.515 -1.004 0.00 -0.01 -0.01 0.10
H -3.343 -0.362 -1.505 0.00 0.00 0.01 0.07
H -3.489 1.371 -1.820 0.00 0.02 0.00 0.06
H -3.403 4.093 0.204 -0.01 -0.01 0.00 0.10
H -2.567 3.259 -1.103 0.01 0.00 0.00 0.07
H -1.649 3.959 0.233 0.00 0.00 0.01 0.07
H -3.220 3.781 3.106 -0.01 0.00 0.01 0.10
H -1.487 3.835 2.756 -0.01 0.01 -0.01 0.04
H -2.087 2.854 4.087 0.01 0.01 -0.01 0.06
C 0.752 -5.254 1.182 0.00 0.00 -0.02 -0.17
Si 1.332 -4.500 -0.425 -0.04 0.00 0.02 0.51
C 2.836 -5.403 -1.070 0.01 0.00 -0.02 -0.18
C -0.018 -4.528 -1.717 0.01 -0.02 -0.01 -0.17
C 1.871 -2.708 -0.093 0.07 -0.01 -0.01 -0.22
C 3.199 -2.312 -0.229 0.01 -0.01 0.00 -0.06
C 3.607 -1.005 0.025 0.00 0.04 0.04 -0.05
C 2.661 -0.091 0.434 -0.01 -0.07 0.01 -0.16
N 1.384 -0.449 0.597 -0.09 0.14 0.02 -0.12
C 0.995 -1.704 0.334 -0.16 0.03 0.06 -0.69
S -0.739 -1.890 0.606 0.04 0.03 0.03 0.70
H 0.415 -6.281 1.023 0.01 0.00 -0.01 0.04
H -0.081 -4.690 1.605 0.00 0.00 0.00 0.01
H 1.557 -5.277 1.919 0.00 0.00 0.00 0.04
H 2.566 -6.428 -1.334 -0.01 0.00 0.01 0.04
H 3.636 -5.461 -0.329 0.00 0.01 0.00 0.04
H 3.240 -4.934 -1.971 -0.01 0.00 0.00 0.03
H -0.206 -5.558 -2.031 -0.01 0.00 0.01 0.04
H 0.272 -3.958 -2.602 0.02 0.00 0.00 0.01
H -0.952 -4.113 -1.338 0.00 0.00 0.01 0.01
H 3.943 -3.035 -0.544 -0.01 -0.01 -0.01 0.10
H 4.640 -0.706 -0.085 0.00 0.00 0.00 0.11
H 2.889 0.946 0.650 0.02 0.00 0.00 0.08
O -0.269 1.031 -1.042 -0.34 0.10 0.24 -0.67
S -0.737 0.876 -2.493 0.21 0.00 0.00 1.11
C 0.475 -0.200 -3.207 0.01 0.01 0.01 -0.37
C 1.822 -0.035 -2.909 -0.02 0.01 -0.01 -0.06
C 2.734 -0.908 -3.472 -0.01 0.01 -0.02 -0.05
C 2.298 -1.913 -4.332 0.01 0.00 0.01 -0.05
C 0.951 -2.062 -4.622 0.01 -0.01 0.01 -0.07
C 0.022 -1.207 -4.045 -0.02 -0.01 0.00 -0.07
C -0.284 2.446 -3.198 -0.02 -0.01 -0.02 -0.37
C -0.687 2.704 -4.501 0.00 0.00 -0.02 -0.07
C -0.355 3.923 -5.069 0.01 0.01 0.00 -0.06
C 0.356 4.862 -4.331 -0.01 -0.01 0.00 -0.05
C 0.739 4.589 -3.026 0.00 0.00 0.00 -0.05
C 0.419 3.370 -2.443 0.02 0.01 0.00 -0.06
H 2.140 0.757 -2.242 0.00 0.00 -0.02 0.12
H 3.787 -0.803 -3.249 0.00 0.00 0.00 0.12
H 3.020 -2.586 -4.777 0.00 0.00 0.00 0.12
H 0.620 -2.851 -5.284 0.00 0.00 0.00 0.12
H -1.037 -1.326 -4.239 0.00 0.00 0.00 0.12
H -1.246 1.969 -5.067 0.00 -0.01 0.01 0.12
H -0.657 4.143 -6.084 0.00 0.00 0.00 0.11
H 0.607 5.815 -4.777 0.00 0.00 0.00 0.11
H 1.286 5.325 -2.453 0.00 0.00 -0.01 0.12
H 0.705 3.147 -1.422 -0.01 0.00 0.00 0.08
C 0.575 -0.171 3.574 -0.22 -0.13 -0.02 -0.23
Si 1.352 1.557 3.655 0.12 -0.02 0.08 0.14
C 0.684 2.445 5.159 -0.04 -0.04 -0.03 -0.21
C 3.197 1.323 3.820 -0.05 0.01 0.02 -0.21
Se 0.856 2.668 1.746 0.01 0.07 -0.06 0.39
H 0.308 -0.494 4.585 0.13 0.02 0.04 0.06
H 1.246 -0.915 3.149 0.04 0.01 0.03 0.04
H -0.403 -0.304 3.071 0.11 -0.04 0.08 -0.04
H 1.237 2.136 6.048 0.00 -0.01 0.00 0.04
H -0.369 2.213 5.327 0.01 0.01 -0.01 0.02
H 0.777 3.527 5.061 0.03 0.00 -0.01 0.04
H 3.432 0.799 4.750 0.00 0.00 0.00 0.04
H 3.707 2.289 3.841 -0.01 0.01 0.00 0.04
H 3.607 0.741 2.993 0.00 0.00 -0.01 0.01
```
Forces are in eV/Å.

The energy above the lowest of the compared OMol25 structures with the same formula, charge and spin is 0.2 kcal per mole. The calculation puts the total energy at -5238.97086 a.u. The net charge is +1. The value obtained for the molar mass is 763.23 g/mol. Its HOMO energy is -10.46 eV.

Entry 2:
Molecular formula: C33H47BaN7O2SbSi
Method: DFT, ωB97M-V/def2-TZVPD

```
92
Properties=species:S:1:pos:R:3:forces:R:3:lowdin_charge:R:1
Ba -0.933 0.577 1.223 7.27 -2.77 0.13 1.88
C 0.707 3.830 2.874 -0.18 -0.08 -0.12 -0.01
C -0.691 3.471 3.285 0.13 0.17 0.10 -0.31
C -1.312 4.088 4.364 -0.18 -0.03 0.09 0.01
C -2.590 3.695 4.726 0.18 0.02 -0.12 -0.03
C -3.223 2.723 3.968 -0.11 -0.17 -0.04 -0.12
C -2.558 2.172 2.877 -0.60 0.85 0.47 -0.51
N -1.321 2.544 2.556 -0.31 1.63 1.24 -0.19
Sb -3.894 1.057 1.580 -1.50 0.09 0.62 1.53
C -3.290 -0.965 2.017 -0.65 -0.47 0.06 -0.49
C -4.332 -1.775 2.445 -0.04 0.17 0.05 -0.12
C -4.124 -3.147 2.504 0.18 -0.03 -0.10 -0.03
C -2.903 -3.648 2.095 -0.18 0.05 0.10 0.01
C -1.899 -2.771 1.685 0.11 -0.24 -0.05 -0.30
C -0.571 -3.279 1.221 -0.05 0.13 0.10 -0.01
N -2.103 -1.451 1.677 -1.20 -2.12 0.48 -0.22
C -2.896 1.309 -0.297 -1.89 0.95 -1.66 -0.63
C -3.756 1.061 -1.364 -0.13 0.05 0.20 -0.13
C -3.486 1.616 -2.601 0.18 0.03 0.02 -0.03
C -2.344 2.389 -2.743 -0.25 -0.14 0.02 -0.01
C -1.500 2.547 -1.653 0.20 0.34 -0.04 -0.31
C -0.215 3.313 -1.755 -0.06 -0.11 0.04 -0.01
N -1.793 2.038 -0.449 -0.87 1.22 -1.71 -0.18
H 1.219 4.360 3.673 0.10 -0.07 -0.01 0.09
H 0.685 4.480 1.996 -0.01 -0.01 -0.01 0.09
H 1.250 2.917 2.617 0.09 0.05 0.09 0.05
H -0.802 4.871 4.908 0.06 -0.05 0.03 0.12
H -3.094 4.154 5.566 0.01 -0.02 0.03 0.12
H -4.230 2.404 4.209 -0.01 0.06 0.01 0.09
H -5.288 -1.343 2.712 -0.01 -0.04 -0.02 0.09
H -4.917 -3.810 2.826 0.01 -0.01 0.02 0.12
H -2.724 -4.714 2.078 0.05 0.00 0.01 0.12
H 0.140 -3.278 2.050 0.03 0.01 -0.03 0.08
H -0.169 -2.630 0.442 0.06 -0.07 -0.03 0.07
H -0.667 -4.299 0.852 0.03 0.00 -0.06 0.09
H -4.648 0.466 -1.206 -0.02 0.04 -0.05 0.11
H -4.170 1.472 -3.427 0.05 -0.04 -0.04 0.12
H -2.113 2.864 -3.687 0.07 -0.01 0.01 0.12
H -0.220 3.990 -2.605 0.02 -0.01 -0.02 0.09
H 0.612 2.606 -1.862 0.03 0.07 -0.01 0.06
H -0.051 3.885 -0.842 0.03 0.02 -0.01 0.08
C 1.990 0.459 4.936 0.32 0.22 -0.16 -0.20
Si 2.987 0.012 3.377 -0.44 -0.82 -0.54 0.36
C 4.283 -1.277 3.931 -0.03 0.32 0.11 -0.21
C 3.999 1.450 2.636 -0.17 -0.06 0.30 -0.20
C 1.771 -0.649 2.142 0.03 0.68 0.38 -0.41
H 2.610 0.722 5.796 -0.01 0.03 0.02 0.02
H 1.392 -0.413 5.209 0.00 -0.03 -0.01 0.02
H 1.300 1.286 4.743 -0.02 0.03 0.03 -0.01
H 4.958 -0.903 4.707 0.00 0.03 0.00 0.02
H 4.902 -1.594 3.089 -0.04 0.01 -0.05 0.02
H 3.793 -2.168 4.331 -0.06 0.00 -0.04 0.02
H 4.959 1.570 3.143 0.00 0.04 0.02 0.02
H 3.476 2.410 2.683 0.02 0.02 -0.03 -0.01
H 4.199 1.222 1.586 0.01 -0.04 0.00 0.00
H 1.311 -1.524 2.629 -0.09 -0.01 0.01 -0.09
H 2.294 -1.024 1.252 -0.10 0.05 -0.11 -0.07
O -2.090 -1.384 -1.188 0.37 -0.02 -0.15 0.00
C -1.959 -1.564 -2.403 -0.29 -0.03 0.17 -0.48
C -2.700 -2.688 -3.102 0.06 -0.08 -0.02 -0.08
C -1.867 -3.611 -4.034 0.05 0.03 0.06 -0.17
C -0.376 -3.281 -4.120 -0.10 0.05 -0.27 -0.19
C -0.079 -2.023 -4.940 -0.07 0.09 0.24 -0.17
C -1.056 -0.894 -4.603 0.20 -0.27 -0.01 -0.16
N -1.234 -0.731 -3.171 -0.03 0.11 0.01 0.09
H -3.522 -2.234 -3.664 -0.03 0.02 0.03 0.12
H -3.146 -3.276 -2.303 -0.08 0.07 0.01 0.12
H -2.302 -3.608 -5.036 0.03 -0.02 0.00 0.11
H -1.956 -4.632 -3.664 -0.09 0.00 -0.01 0.11
H 0.141 -4.125 -4.580 0.04 -0.01 0.10 0.11
H 0.029 -3.152 -3.117 0.09 -0.03 0.09 0.10
H -0.137 -2.226 -6.012 0.03 -0.02 0.00 0.12
H 0.935 -1.692 -4.702 -0.01 0.01 -0.14 0.09
H -2.033 -1.095 -5.047 0.02 0.06 -0.04 0.12
H -0.694 0.049 -5.015 -0.11 0.02 0.03 0.12
H -0.554 -0.179 -2.670 0.05 -0.01 0.09 0.12
C 3.581 -2.030 -3.259 -0.08 -0.11 -0.11 -0.01
N 3.427 -0.728 -2.624 -0.19 -0.03 0.19 -0.04
C 4.359 0.236 -2.756 0.06 0.18 0.13 -0.04
C 4.256 1.421 -2.109 0.10 0.07 -0.05 0.00
C 3.127 1.582 -1.255 -0.06 -0.46 -0.15 -0.39
N 2.168 0.677 -1.198 -0.27 0.54 0.26 0.18
C 2.252 -0.491 -1.871 0.21 -0.11 -0.18 -0.50
O 1.368 -1.336 -1.861 -0.10 -0.04 -0.10 0.03
N 2.977 2.674 -0.476 -0.08 -0.04 -0.34 0.17
H 4.636 -2.276 -3.349 0.01 0.06 0.03 0.10
H 3.121 -2.042 -4.249 0.02 0.01 0.03 0.09
H 3.079 -2.771 -2.644 0.04 -0.01 0.00 0.10
H 5.202 0.007 -3.394 -0.01 -0.04 0.00 0.14
H 5.005 2.190 -2.225 0.04 -0.03 0.04 0.11
H 3.751 3.295 -0.327 0.01 -0.02 0.12 0.12
H 2.283 2.569 0.245 0.10 0.12 0.22 0.09
```
Forces are in eV/Å.

The energy above the lowest of the compared OMol25 structures with the same formula, charge and spin is 71.8 kcal per mole. The calculation puts the total energy at -2374.51197 a.u. The net charge is +1. The value obtained for the molar mass is 860.96 g/mol. Its HOMO energy is -7.88 eV.